# 1
Below is a 2-piece molecular cluster, ClFHOPS overall, with properties calculated with the ωB97M-V functional and the def2-TZVPD basis.

Geometry as XYZ:
```
6
Properties=species:S:1:pos:R:3:nbo_charge:R:1
O 1.03 -0.53 -0.47 -0.954
F -0.26 -0.41 1.67 -0.553
P -0.53 -0.27 -0.05 1.619
S -1.68 -1.77 -0.62 -0.239
Cl -0.26 2.89 -0.45 -0.415
H 1.70 0.09 -0.08 0.542
```

Properties
**2S+1**: 1
**Total energy**: -37426.538 eV
**HOMO-LUMO gap (spin up / spin down)**: 5.9 / 5.9 eV
**M**: 134.50 g mol⁻¹
**ΔE to the lowest compared entry with this formula, charge and spin**: 95.11 kcal/mol

# 2
Below is C32H42BBrF8N5O7RuS3Si2 as an isolated structure, with properties calculated with the ωB97M-V functional and the def2-TZVPD basis.

Geometry as XYZ:
```
102
Properties=species:S:1:pos:R:3:mulliken_charge:R:1
Ru -0.24 -0.19 -0.22 1.435
Br 5.14 -3.14 4.76 -0.240
C 4.44 -1.50 4.08 -0.066
C 5.00 -0.31 4.54 -0.378
C 4.50 0.88 4.05 -0.756
C 3.48 0.89 3.11 -0.322
C 2.93 -0.31 2.67 0.251
C 3.42 -1.52 3.16 -0.368
C 1.82 -0.33 1.65 0.559
O 1.57 0.76 1.05 -0.810
O 1.23 -1.40 1.43 -0.389
H 5.80 -0.33 5.27 0.397
H 4.92 1.82 4.40 0.395
H 3.08 1.81 2.71 0.439
H 2.97 -2.44 2.80 0.569
C -4.17 4.23 6.44 -0.944
C -3.58 5.61 6.25 0.624
O -3.92 6.58 6.89 -0.610
S -2.38 5.79 4.94 -0.139
C -2.25 4.21 4.17 -0.364
C -1.20 3.33 4.51 -0.602
C -1.06 2.13 3.88 -0.376
C -1.95 1.74 2.83 0.717
C -2.99 2.66 2.47 -0.194
C -3.13 3.85 3.12 -0.670
C -1.85 0.50 2.23 0.653
C -1.79 -0.64 1.73 -1.629
H -4.59 4.16 7.44 0.332
H -3.42 3.46 6.28 0.315
H -4.97 4.08 5.71 0.242
H -0.52 3.61 5.31 0.365
H -0.26 1.45 4.15 0.509
H -3.66 2.39 1.67 0.444
H -3.93 4.53 2.85 0.447
C 2.44 0.64 -1.91 -0.342
N 3.56 0.53 -2.84 0.101
C 3.04 0.07 -4.13 -0.796
N 2.34 -1.21 -4.03 0.120
C 1.24 -1.06 -3.08 1.039
N 1.72 -0.64 -1.75 2.479
C 2.69 -1.65 -1.27 -0.037
N 3.81 -1.80 -2.20 0.152
C 4.46 -0.51 -2.33 -0.699
C 3.27 -2.21 -3.50 -0.750
H 1.73 1.39 -2.28 -0.340
H 2.80 0.97 -0.93 -0.203
H 3.88 -0.03 -4.83 0.365
H 2.35 0.83 -4.52 0.333
H 0.73 -2.01 -2.98 -0.426
H 0.54 -0.30 -3.45 -1.676
H 2.18 -2.61 -1.16 -1.045
H 3.08 -1.35 -0.30 0.300
H 5.31 -0.60 -3.01 0.369
H 4.83 -0.20 -1.35 0.383
H 2.74 -3.16 -3.37 0.299
H 4.10 -2.34 -4.20 0.379
C -4.37 0.37 -3.37 -1.318
Si -2.49 0.05 -3.24 0.379
C -1.76 0.91 -4.78 -1.245
C -2.32 -1.81 -3.54 -0.758
C -1.83 0.73 -1.65 -0.265
Si -1.52 2.56 -1.46 0.685
C -3.16 3.53 -1.30 -1.336
C -0.63 3.37 -2.94 -1.193
C -0.47 3.02 0.05 -0.320
H -4.74 0.17 -4.38 0.316
H -4.62 1.40 -3.12 0.256
H -4.91 -0.28 -2.68 0.290
H -2.02 0.35 -5.68 0.405
H -0.67 0.99 -4.74 0.230
H -2.16 1.92 -4.89 0.309
H -3.05 -2.14 -4.28 0.500
H -2.52 -2.34 -2.61 -0.198
H -1.33 -2.10 -3.88 0.364
H -2.51 0.39 -0.85 0.242
H -3.64 3.66 -2.28 0.327
H -3.00 4.53 -0.87 0.330
H -3.87 3.00 -0.66 0.336
H -1.29 3.48 -3.80 0.334
H 0.24 2.80 -3.25 0.117
H -0.29 4.37 -2.65 0.433
H -0.58 2.27 0.84 -0.490
H -0.77 3.98 0.48 0.498
H 0.59 3.07 -0.19 0.323
F -1.72 -6.07 -1.67 -0.216
C -1.92 -5.01 -0.87 0.526
F -2.11 -5.45 0.37 -0.216
F -3.03 -4.40 -1.29 -0.192
S -0.43 -3.86 -0.99 0.308
O -0.96 -2.55 -0.69 -0.352
O 0.05 -4.08 -2.33 -0.781
N 0.54 -4.36 0.13 0.111
S 1.61 -5.47 -0.24 0.926
O 1.05 -6.75 -0.56 -0.654
O 2.73 -5.01 -1.01 -0.643
C 2.30 -5.66 1.48 0.625
F 2.83 -4.51 1.91 -0.197
F 1.38 -6.06 2.35 -0.242
F 3.27 -6.59 1.45 -0.245
F -1.65 -3.10 2.22 -0.199
B -2.20 -2.07 1.57 0.333
F -3.31 -2.40 0.87 -0.281
```

Properties
**2S+1**: 6
**<S²>**: 8.78
**Total energy**: -198955.610 eV
**HOMO-LUMO gap (spin up / spin down)**: 4.2 / 7.4 eV
**M**: 1104.86 g mol⁻¹
**Net charge**: -2
**ΔE to the lowest compared entry with this formula, charge and spin**: 7.67 kcal/mol

# 3
Below is C3H5LiO4Ru as an isolated structure, with properties calculated with the ωB97M-V functional and the def2-TZVPD basis.

Geometry as XYZ:
```
14
Properties=species:S:1:pos:R:3:nbo_charge:R:1
Ru -0.29 -0.79 1.93 1.567
O 0.73 0.99 2.07 -0.515
C 1.52 1.54 1.33 -0.150
H 1.94 1.01 0.45 0.220
H 1.80 2.59 1.48 0.266
C -1.76 0.05 -0.36 -0.511
O -0.95 -0.70 -1.34 -0.465
C 0.18 -1.22 -0.98 1.046
O 0.60 -1.32 0.18 -0.751
O 0.93 -1.47 -2.03 -0.571
Li -3.24 1.05 -1.45 0.982
H -2.17 -0.70 0.33 0.166
H -1.08 0.77 0.13 0.184
H 1.80 -1.80 -1.75 0.532
```

Properties
**2S+1**: 7
**<S²>**: 12.02
**Total energy**: -14143.810 eV
**HOMO-LUMO gap (spin up / spin down)**: 5.2 / 6.5 eV
**M**: 213.08 g mol⁻¹
**Net charge**: +2
**ΔE to the lowest compared entry with this formula, charge and spin**: 0.00 kcal/mol

# 4
Below is C22H18N6OPt as an isolated structure, with properties calculated with the ωB97M-V functional and the def2-TZVPD basis.

Geometry as XYZ:
```
48
Properties=species:S:1:pos:R:3:nbo_charge:R:1
Pt 1.83 2.55 -1.45 1.142
N 3.38 1.80 1.51 -0.581
C 2.27 2.64 1.64 0.411
C 1.97 3.03 2.96 -0.268
C 0.91 3.87 3.19 -0.128
C 0.18 4.35 2.10 -0.271
C 0.54 3.93 0.85 0.076
N 1.56 3.08 0.61 -0.513
C 4.08 1.29 0.42 0.394
C 5.22 0.53 0.73 -0.273
C 5.95 -0.02 -0.30 -0.132
C 5.54 0.20 -1.62 -0.275
C 4.43 0.97 -1.83 0.068
N 3.71 1.50 -0.82 -0.532
H 3.49 1.22 2.33 0.407
H 2.59 2.67 3.77 0.222
H 0.67 4.17 4.20 0.230
H -0.66 5.02 2.23 0.238
H 0.01 4.27 -0.03 0.225
H 5.52 0.40 1.76 0.222
H 6.83 -0.61 -0.09 0.228
H 6.08 -0.21 -2.46 0.236
H 4.05 1.19 -2.82 0.251
N -2.59 -3.09 -0.77 -0.573
C -3.78 -3.72 -0.48 0.168
C -4.17 -5.05 -0.48 -0.278
C -5.48 -5.33 -0.13 -0.232
C -6.37 -4.30 0.20 -0.240
C -5.98 -2.97 0.19 -0.209
C -4.67 -2.67 -0.15 0.077
N -4.03 -1.45 -0.24 -0.499
C -2.79 -1.73 -0.61 0.368
C -1.76 -0.77 -0.82 -0.172
C -0.42 -1.09 -1.19 -0.251
C 0.52 -0.12 -1.36 -0.017
N 0.25 1.21 -1.17 -0.603
C -1.04 1.55 -0.84 -0.033
C -2.02 0.63 -0.66 -0.218
H -1.74 -3.53 -1.05 0.406
H -3.48 -5.84 -0.74 0.206
H -5.82 -6.36 -0.12 0.206
H -7.39 -4.56 0.47 0.206
H -6.67 -2.18 0.45 0.214
H -0.11 -2.12 -1.36 0.197
H 1.53 -0.37 -1.65 0.193
H -1.24 2.60 -0.73 0.186
H -3.02 0.95 -0.39 0.239
O 2.12 2.44 -3.23 -0.719
```

Properties
**2S+1**: 3
**<S²>**: 2.05
**Total energy**: -37337.758 eV
**HOMO-LUMO gap (spin up / spin down)**: 4.2 / 6.7 eV
**M**: 577.50 g mol⁻¹
**ΔE to the lowest compared entry with this formula, charge and spin**: 26.14 kcal/mol

# 5
Below is C21H53CuN5O10 as an isolated structure, with properties calculated with the ωB97M-V functional and the def2-TZVPD basis.

Geometry as XYZ:
```
90
Properties=species:S:1:pos:R:3:mulliken_charge:R:1
Cu 22.78 10.88 -8.02 0.255
C 28.42 9.37 -7.71 -0.955
C 27.76 8.18 -8.36 -0.286
N 28.08 6.92 -7.67 0.329
C 28.85 5.90 -8.18 -0.215
C 28.79 4.89 -7.28 -0.621
N 27.94 5.29 -6.28 0.117
C 27.59 6.55 -6.50 -0.033
C 27.49 4.46 -5.16 -0.860
H 28.20 9.53 -6.66 0.372
H 28.13 10.30 -8.22 0.124
H 29.50 9.33 -7.86 0.381
H 28.10 8.09 -9.39 0.258
H 26.67 8.26 -8.39 0.094
H 29.28 6.02 -9.15 0.455
H 29.15 3.88 -7.37 0.424
H 26.95 7.16 -5.88 0.424
H 28.29 4.30 -4.44 0.344
H 27.18 3.49 -5.55 0.359
H 26.64 4.92 -4.68 0.313
N 24.98 9.30 -10.10 0.576
O 26.01 9.59 -10.73 -0.540
O 24.42 8.21 -10.27 -0.587
O 24.47 10.14 -9.31 -0.242
C 20.45 8.18 -7.92 -0.928
O 21.12 9.27 -8.53 -0.106
C 20.44 9.76 -9.65 -0.749
C 21.37 10.58 -10.49 -0.467
N 21.88 11.75 -9.74 -0.027
C 22.83 12.57 -10.50 -0.176
C 23.26 13.71 -9.58 -0.849
O 23.68 13.15 -8.35 0.030
C 23.99 14.16 -7.40 -0.932
H 19.48 8.45 -7.51 0.324
H 21.11 7.79 -7.14 0.283
H 20.41 7.33 -8.61 0.325
H 19.54 10.32 -9.36 0.415
H 20.02 9.01 -10.33 0.479
H 20.80 10.94 -11.36 0.412
H 22.21 9.97 -10.81 0.178
H 21.09 12.36 -9.56 0.164
H 22.44 12.94 -11.45 0.411
H 23.69 11.92 -10.70 -0.119
H 22.43 14.40 -9.44 0.496
H 24.12 14.21 -10.06 0.418
H 24.82 14.79 -7.74 0.295
H 24.29 13.68 -6.47 0.302
H 23.13 14.80 -7.20 0.332
C 24.54 13.69 -19.79 -0.653
O 23.80 13.07 -18.74 -0.334
C 24.50 12.15 -18.00 -0.432
C 25.13 12.90 -16.74 -0.686
N 25.60 11.94 -15.79 0.035
C 25.84 12.36 -14.39 -0.821
C 26.50 11.24 -13.59 0.185
O 27.80 11.11 -14.10 -0.420
C 28.63 10.34 -13.24 -0.582
H 25.49 14.13 -19.44 0.305
H 23.95 14.52 -20.16 0.257
H 24.76 12.95 -20.56 0.308
H 25.28 11.65 -18.57 0.379
H 23.78 11.44 -17.60 0.378
H 24.34 13.51 -16.30 0.408
H 25.94 13.57 -17.06 0.392
H 26.53 11.68 -16.17 0.363
H 24.93 12.70 -13.91 0.514
H 26.51 13.23 -14.49 0.380
H 25.93 10.33 -13.80 0.338
H 26.40 11.49 -12.53 -0.065
H 28.22 9.33 -13.07 0.233
H 28.76 10.82 -12.27 0.207
H 29.59 10.17 -13.73 0.346
C 24.17 5.50 -12.99 -0.523
O 23.50 6.73 -12.74 -0.510
H 24.00 4.78 -12.18 0.170
H 23.71 5.08 -13.88 0.295
H 25.23 5.61 -13.21 0.240
H 23.93 7.19 -12.00 0.356
C 26.97 12.53 -9.01 -0.664
O 27.59 11.78 -10.03 -0.528
H 26.72 13.55 -9.33 0.283
H 26.01 12.10 -8.70 0.114
H 27.62 12.60 -8.13 0.371
H 27.02 11.05 -10.31 0.391
C 25.17 4.29 -9.49 -0.681
O 25.91 5.44 -9.87 -0.379
H 25.33 3.48 -10.20 0.313
H 25.42 3.96 -8.48 0.175
H 24.08 4.45 -9.53 0.312
H 25.40 6.24 -9.80 0.236
```

Properties
**2S+1**: 2
**<S²>**: 0.75
**Total energy**: -95179.602 eV
**HOMO-LUMO gap (spin up / spin down)**: 8.8 / 4.1 eV
**M**: 599.23 g mol⁻¹
**Net charge**: +2

# 6
Below is C15H38Cl2P2Pd as an isolated structure, with properties calculated with the ωB97M-V functional and the def2-TZVPD basis.

Geometry as XYZ:
```
58
Properties=species:S:1:pos:R:3:nbo_charge:R:1
Pd -0.21 0.26 0.00 0.391
Cl -1.68 2.09 -0.22 -0.394
Cl 1.25 -1.69 -0.01 -0.629
H -1.58 -0.61 0.21 -0.079
H 1.23 1.09 -0.04 -0.074
P -0.10 0.14 -2.44 1.153
C 0.21 1.83 -3.16 -0.554
C 1.04 -0.99 -3.41 -0.541
C -1.86 -0.26 -2.91 -0.559
C 1.22 2.62 -2.33 -0.617
H -0.78 2.31 -3.03 0.236
C 0.58 1.83 -4.64 -0.621
H 1.64 1.55 -4.78 0.210
H 0.46 2.85 -5.03 0.220
H -0.03 1.17 -5.26 0.213
H 0.78 2.91 -1.37 0.238
H 1.50 3.53 -2.88 0.212
H 2.13 2.03 -2.15 0.215
H -2.38 0.57 -2.40 0.249
C -2.36 -1.58 -2.30 -0.625
C -2.10 -0.18 -4.42 -0.616
H -2.03 0.85 -4.79 0.212
H -3.11 -0.53 -4.64 0.221
H -1.39 -0.80 -4.98 0.205
H -1.69 -1.96 -1.53 0.237
H -2.51 -2.35 -3.07 0.210
H -3.34 -1.39 -1.82 0.225
C 2.49 -0.73 -3.00 -0.630
H 0.91 -0.69 -4.46 0.217
C 0.68 -2.46 -3.27 -0.627
H 2.89 0.19 -3.43 0.202
H 3.09 -1.57 -3.35 0.216
H 2.57 -0.68 -1.91 0.248
H 0.67 -2.74 -2.21 0.249
H 1.46 -3.04 -3.78 0.211
H -0.29 -2.71 -3.71 0.204
C -2.32 1.12 3.89 -0.616
C -0.80 1.09 3.80 -0.717
P -0.10 0.15 2.36 1.073
C 1.71 0.41 2.65 -0.746
C 2.34 0.26 4.02 -0.611
C -0.65 -1.54 2.75 -0.775
C -0.44 -2.17 4.12 -0.610
H -2.77 1.61 3.02 0.224
H -2.58 1.70 4.79 0.216
H -2.73 0.12 4.00 0.206
H -0.38 2.10 3.70 0.230
H -0.35 0.59 4.67 0.224
H 2.22 -0.21 1.90 0.272
H 1.78 1.46 2.34 0.230
H 2.34 -0.76 4.42 0.210
H 3.39 0.58 3.94 0.219
H 1.86 0.94 4.74 0.202
H -1.73 -1.46 2.54 0.232
H -0.20 -2.17 1.97 0.279
H -0.95 -1.59 4.91 0.199
H -0.92 -3.16 4.11 0.219
H 0.61 -2.33 4.40 0.211
```

Properties
**2S+1**: 5
**<S²>**: 6.02
**Total energy**: -63269.130 eV
**HOMO-LUMO gap (spin up / spin down)**: 6.1 / 5.2 eV
**M**: 457.74 g mol⁻¹
**ΔE to the lowest compared entry with this formula, charge and spin**: 0.00 kcal/mol